Arrangement w

CH3NO4 as an isolated structure. Source: the OMol25 dataset; level of theory: ωB97M-V/def2-TZVPD.

Calculated values
LUMO (spin up / spin down)	-1.61 / -1.13	eV
gap between HOMO and LUMO (spin up / spin down)	0.2906 / 0.3264	hartree
HOMO (spin up / spin down)	-0.3497 / -0.3680	Eh

```
! wB97M-V def2-TZVPD RIJCOSX def2/J DEFGRID3
* xyz 0 1
C 0.901 0.413 -0.571
N 0.222 0.553 0.695
O -0.216 -1.467 1.224
O -0.888 0.917 0.819
O -1.071 -1.324 0.249
O -1.979 -0.384 0.477
H 0.837 1.447 -0.920
H 1.912 -0.073 -0.600
H 0.282 -0.083 -1.374
*
```

Arrangement x

A 3-piece molecular cluster, CH3NO4 overall. Source: the OMol25 dataset; level of theory: ωB97M-V/def2-TZVPD.

Calculated values
LUMO	-0.03	eV
gap between HOMO and LUMO	0.3416	hartree
HOMO	-0.3428	Eh
structure (SMILES)	O=C=O.N=O.O

```
! wB97M-V def2-TZVPD RIJCOSX def2/J DEFGRID3
* xyz 0 1
O -4.085 1.418 0.619
C -3.564 0.394 0.521
O -3.265 -0.693 0.321
N -2.204 -1.152 -2.401
O -1.969 -0.081 -1.947
H -2.933 -1.657 -1.855
O -1.019 0.798 1.918
H -0.246 1.327 1.642
H -0.850 0.761 2.857
*
```

Q: Which of them is the least stable? A: arrangement w.

Arrangement w

A 2-piece molecular cluster, C3H7N2O overall. Source: the OMol25 dataset; level of theory: ωB97M-V/def2-TZVPD.

Calculated values
LUMO	-3.98	eV
gap between HOMO and LUMO	0.3732	hartree
HOMO	-0.5196	Eh

```
! wB97M-V def2-TZVPD RIJCOSX def2/J DEFGRID3
* xyz 1 1
C 2.026 -1.026 0.737
C 0.852 -0.296 1.066
N -0.179 -0.541 0.250
C 0.261 -1.588 -0.559
N 1.571 -1.855 -0.349
H 3.072 -1.057 0.968
H 0.771 0.370 1.949
H -1.033 -0.038 0.338
H -0.443 -1.819 -1.406
H 2.270 -2.457 -0.932
H -3.441 4.079 -0.907
H -3.008 2.651 -0.685
O -2.720 3.578 -0.471
*
```

Arrangement x

An isolated ion of composition C3H7N2O and charge +1. Source: the OMol25 dataset; level of theory: ωB97M-V/def2-TZVPD.

Calculated values
LUMO (spin up / spin down)	-5.08 / -5.08	eV
gap between HOMO and LUMO (spin up / spin down)	0.2639 / 0.2640	hartree
HOMO (spin up / spin down)	-0.4507 / -0.4507	Eh
structure (SMILES)	C=[NH+]/C(O)=C/N

```
! wB97M-V def2-TZVPD RIJCOSX def2/J DEFGRID3
* xyz 1 1
C 0.479 0.739 -2.482
N 0.707 0.195 -1.239
C -0.069 -0.042 0.004
O -1.298 0.376 -0.323
C 0.370 -0.540 1.327
N -0.521 -0.673 2.279
H 1.234 0.670 -3.250
H -0.557 1.053 -2.652
H 1.619 -0.222 -1.067
H -1.720 0.943 0.353
H 1.433 -0.707 1.656
H -1.478 -0.973 2.073
H -0.199 -0.818 3.322
*
```

Arrangement y

A 2-piece molecular cluster, C3H7N2O overall. Source: the OMol25 dataset; level of theory: ωB97M-V/def2-TZVPD.

Calculated values
LUMO	-3.18	eV
gap between HOMO and LUMO	0.4157	hartree
HOMO	-0.5327	Eh

```
! wB97M-V def2-TZVPD RIJCOSX def2/J DEFGRID3
* xyz 1 1
C -0.165 1.902 0.803
C 0.892 1.190 1.377
N 0.694 -0.123 1.038
C -0.304 -0.221 0.147
N -0.849 0.969 0.013
H -0.680 2.804 1.165
H 1.520 1.341 2.241
H 1.165 -1.000 1.211
H -0.707 -1.180 -0.093
H -1.661 1.189 -0.553
H -0.133 -2.005 -3.130
H 0.190 -2.907 -2.043
O 0.037 -1.958 -2.175
*
```

Q: Which of them is the least stable? A: arrangement x.

Arrangement w

An isolated ion of composition C3H7N2O and charge +1. Source: the OMol25 dataset; level of theory: ωB97M-V/def2-TZVPD.

Calculated values
LUMO	-5.68	eV
gap between HOMO and LUMO	0.3303	hartree
HOMO	-0.5391	Eh

```
! wB97M-V def2-TZVPD RIJCOSX def2/J DEFGRID3
* xyz 1 1
C -1.987 1.046 -0.657
C 0.579 -0.481 0.156
C 1.975 -0.859 0.349
N -0.639 1.513 -0.552
N -2.306 0.021 -0.040
O 0.429 0.730 -0.258
H -2.565 1.866 -1.035
H -0.096 -1.377 0.059
H 2.411 -0.687 -0.678
H 2.305 -1.915 0.756
H 2.634 -0.218 0.984
H -0.295 2.270 -1.086
H -3.381 -0.276 0.015
*
```

Arrangement x

An isolated ion of composition C3H7N2O and charge +1. Source: the OMol25 dataset; level of theory: ωB97M-V/def2-TZVPD.

Calculated values
LUMO	-5.11	eV
gap between HOMO and LUMO	0.4020	hartree
HOMO	-0.5897	Eh
structure (SMILES)	C=[N+](C)C(N)=O

```
! wB97M-V def2-TZVPD RIJCOSX def2/J DEFGRID3
* xyz 1 1
C 0.507 -1.758 -0.011
N 0.302 -0.500 -0.064
C 1.249 0.508 -0.223
C -1.298 0.012 0.129
N -1.359 1.290 0.071
O -2.032 -0.849 0.430
H 1.456 -2.232 0.237
H -0.319 -2.476 0.184
H 2.220 0.209 0.156
H 0.949 1.353 0.349
H 1.161 0.870 -1.251
H -0.688 1.846 -0.513
H -2.146 1.726 0.506
*
```

Arrangement y

C3H7N2O as an isolated structure. Source: the OMol25 dataset; level of theory: ωB97M-V/def2-TZVPD.

Calculated values
LUMO	-3.37	eV
gap between HOMO and LUMO	0.3525	hartree
HOMO	-0.4765	Eh

```
! wB97M-V def2-TZVPD RIJCOSX def2/J DEFGRID3
* xyz 1 1
C -0.017 0.401 -1.201
C 0.630 0.175 -0.028
C -1.459 -0.974 1.728
N -1.112 -1.406 2.832
N 0.712 1.086 -2.252
O 0.162 -0.411 1.096
H -0.907 -0.045 -1.478
H 1.662 0.614 0.021
H -0.208 -1.276 3.472
H -2.034 -1.819 3.233
H 0.825 2.037 -1.915
H 0.086 1.004 -3.059
H 1.660 0.615 -2.449
*
```

Arrangement z

A 2-piece molecular cluster, C3H7N2O overall. Source: the OMol25 dataset; level of theory: ωB97M-V/def2-TZVPD.

Calculated values
LUMO (spin up / spin down)	-5.32 / -5.72	eV
gap between HOMO and LUMO (spin up / spin down)	0.3317 / 0.2918	hartree
HOMO (spin up / spin down)	-0.5272 / -0.5020	Eh

```
! wB97M-V def2-TZVPD RIJCOSX def2/J DEFGRID3
* xyz 1 1
C 0.578 0.496 0.110
C -1.560 -0.687 0.178
C -0.109 -0.778 -0.020
N 2.963 0.236 0.020
N 0.164 1.695 0.016
O 3.274 -0.858 0.089
H -1.735 -0.472 1.218
H -2.084 -1.596 0.188
H -1.967 0.023 -0.573
H 0.264 -1.648 0.446
H 0.102 -0.932 -1.090
H -0.683 2.005 -0.500
H 0.791 2.516 -0.082
*
```

Q: Which of them is the least stable? A: arrangement z.

Arrangement w

A 2-piece molecular cluster, CH2N2P2 overall. Source: the OMol25 dataset; level of theory: ωB97M-V/def2-TZVPD.

Calculated values
LUMO (spin up / spin down)	-1.82 / -1.82	eV
gap between HOMO and LUMO (spin up / spin down)	0.2660 / 0.2661	hartree
HOMO (spin up / spin down)	-0.3328 / -0.3329	Eh

```
! wB97M-V def2-TZVPD RIJCOSX def2/J DEFGRID3
* xyz 0 1
C 1.705 -0.040 -0.171
N 2.623 -0.533 -0.686
N -0.909 -0.065 0.515
P -2.423 -0.427 0.192
P 0.408 0.957 0.462
H -2.393 -1.595 1.100
H 0.989 1.704 -1.411
*
```

Arrangement x

One molecule with the formula CH2N2P2. Source: the OMol25 dataset; level of theory: ωB97M-V/def2-TZVPD.

Calculated values
LUMO	-0.76	eV
gap between HOMO and LUMO	0.2685	hartree
HOMO	-0.2966	Eh

```
! wB97M-V def2-TZVPD RIJCOSX def2/J DEFGRID3
* xyz 0 1
C 0.455 -0.744 -0.523
N 1.532 -0.431 -0.090
N -0.555 0.777 1.222
P 0.773 0.935 1.809
P -1.377 -0.066 0.036
H 0.391 -1.419 -1.519
H -1.219 0.948 -0.935
*
```

Arrangement y

CH2N2P2 as an isolated structure. Source: the OMol25 dataset; level of theory: ωB97M-V/def2-TZVPD.

Calculated values
LUMO	-2.38	eV
gap between HOMO and LUMO	0.2600	hartree
HOMO	-0.3475	Eh

```
! wB97M-V def2-TZVPD RIJCOSX def2/J DEFGRID3
* xyz 0 1
C 0.948 -0.631 -0.216
N 3.815 0.003 -0.291
N 1.642 2.287 0.294
P 2.642 -0.757 0.115
P 0.617 1.236 -0.007
H 0.244 -1.475 -0.162
H -0.762 0.834 -0.244
*
```

Q: Which of them is the least stable? A: arrangement y.